Record 1
Below is a molecular structure, C14H46CuF3N20O12 in a non-equilibrium geometry, with properties calculated with ωB97M-V/def2-TZVPD.

Calculated values
- lowest unoccupied orbital energy (spin up / spin down) (eV) = 1.493 / 1.484
- 2S+1 = 2
- total energy (Eh) = -4499.32913
- charge = -1
- ⟨S²⟩ = 0.7506

CARTESIAN COORDINATES (ANGSTROEM)
Cu1 2.182 -1.941 1.935
C1 -0.362 -0.991 0.613
O1 0.700 -1.270 -0.254
O2 -0.245 -1.967 1.637
C2 -0.340 0.511 1.073
F1 -0.975 0.798 2.195
F2 0.897 1.041 1.280
F3 -0.968 1.241 0.177
C3 0.893 -0.572 -1.443
C4 2.011 -1.101 -2.321
H1 2.942 -0.690 -1.929
H2 1.981 -2.182 -2.185
H3 1.836 -0.888 -3.375
H4 0.911 0.515 -1.367
H5 -0.052 -0.675 -1.977
H6 -1.176 -1.119 -0.101
C5 2.032 4.255 -0.591
O3 3.240 4.148 -0.449
N1 1.273 3.187 -0.885
N2 1.337 5.327 -0.391
H7 1.615 2.237 -0.892
H8 0.292 3.381 -0.741
H9 1.850 6.070 0.062
H10 0.331 5.348 -0.307
C6 0.393 -5.195 -0.215
O4 0.654 -6.260 -0.530
N3 0.629 -4.182 -1.059
N4 -0.369 -4.970 0.819
H11 1.081 -4.292 -1.955
H12 0.535 -3.261 -0.655
H13 -0.609 -4.011 1.025
H14 -0.564 -5.857 1.262
C7 3.197 0.462 -6.623
O5 2.284 -0.214 -7.214
N5 3.618 1.701 -6.909
N6 3.828 0.075 -5.524
H15 3.252 1.916 -7.825
H16 4.277 2.240 -6.365
H17 4.325 0.830 -5.073
H18 3.405 -0.693 -5.023
C8 1.808 -4.186 -4.503
O6 2.466 -5.049 -3.998
N7 2.332 -3.158 -5.044
N8 0.513 -4.209 -4.565
H19 1.667 -2.610 -5.570
H20 3.340 -3.215 -5.012
H21 -0.003 -3.392 -4.860
H22 0.014 -5.059 -4.345
C9 -2.728 1.618 4.897
O7 -1.923 1.244 5.703
N9 -2.463 2.157 3.744
N10 -4.046 1.520 5.024
H23 -3.314 2.422 3.269
H24 -1.590 2.059 3.245
H25 -4.449 1.245 5.909
H26 -4.461 1.281 4.135
C10 4.094 0.445 0.797
O8 3.998 -0.654 1.409
N11 3.653 1.579 1.251
N12 4.687 0.680 -0.338
H27 2.929 1.568 1.955
H28 4.070 2.429 0.900
H29 5.160 -0.156 -0.650
H30 4.469 1.493 -0.896
C11 -4.267 -0.266 -1.640
O9 -4.204 -0.482 -2.845
N13 -4.533 -1.026 -0.659
N14 -3.947 0.916 -1.122
H31 -4.698 -2.002 -0.859
H32 -4.126 -0.756 0.225
H33 -3.559 1.558 -1.799
H34 -4.082 1.005 -0.125
C12 1.366 0.153 4.400
O10 2.311 -0.358 3.777
N15 0.145 -0.326 4.408
N16 1.342 1.307 5.011
H35 -0.575 0.190 4.893
H36 -0.190 -0.929 3.670
H37 2.252 1.691 5.224
H38 0.526 1.612 5.522
C13 -2.984 -2.118 4.151
O11 -3.758 -1.998 5.092
N17 -3.092 -1.714 2.899
N18 -2.133 -3.077 4.076
H39 -3.542 -0.850 2.633
H40 -2.274 -1.923 2.344
H41 -2.176 -3.405 5.030
H42 -1.330 -3.035 3.464
C14 -2.592 3.986 0.114
O12 -1.327 4.144 0.044
N19 -3.173 4.061 1.275
N20 -3.479 4.024 -0.828
H43 -2.619 4.307 2.083
H44 -4.143 4.301 1.424
H45 -4.424 3.942 -0.481
H46 -3.084 4.069 -1.757

Here are the Löwdin charges for atoms 1 to 2, given in e: Cu 0.54; C -0.37

=====

Record 2
Below is 11 unconnected molecules or ions with the total composition C14H46F3N20O12 in a non-equilibrium geometry, with properties calculated with ωB97M-V/def2-TZVPD.

Calculated values
- lowest unoccupied orbital energy (eV) = 2.052
- total energy (Eh) = -2859.16316
- charge = -1
- relative energy (zero: lowest compared OMol25 entry of this formula, charge and spin) (kcal per mole) = 0.0

CARTESIAN COORDINATES (ANGSTROEM)
C1 0.543 -1.044 1.357
O1 0.867 -1.368 -0.031
O2 1.206 0.019 1.780
C2 -1.000 -0.967 1.503
F1 -1.607 -0.001 0.793
F2 -1.611 -2.115 1.164
F3 -1.266 -0.749 2.811
C3 0.611 -0.362 -0.986
C4 1.120 -0.724 -2.374
H1 2.198 -0.832 -2.489
H2 0.726 -1.708 -2.642
H3 0.655 -0.022 -3.065
H4 0.948 0.648 -0.733
H5 -0.468 -0.240 -1.134
H6 0.903 -1.989 1.804
C5 2.083 1.576 -5.716
O3 1.177 0.899 -6.184
N1 2.793 1.073 -4.652
N2 2.555 2.762 -6.190
H7 2.463 0.232 -4.224
H8 3.469 1.614 -4.147
H9 1.844 3.371 -6.572
H10 3.137 3.344 -5.608
C6 0.205 3.820 -2.640
O4 0.683 3.699 -3.770
N3 -0.479 2.829 -2.031
N4 0.165 5.011 -1.959
H11 -0.577 1.973 -2.546
H12 -1.014 2.967 -1.170
H13 -0.547 5.175 -1.265
H14 0.686 5.767 -2.360
C7 1.950 -3.705 -5.010
O5 0.929 -4.148 -5.501
N5 2.375 -2.412 -5.166
N6 2.773 -4.476 -4.218
H15 1.747 -1.805 -5.671
H16 3.215 -2.115 -4.710
H17 3.531 -4.199 -3.622
H18 2.662 -5.469 -4.336
C8 -1.644 -5.075 -2.800
O6 -2.748 -5.559 -2.579
N7 -0.554 -5.829 -3.117
N8 -1.423 -3.731 -2.735
H19 0.368 -5.444 -3.035
H20 -0.731 -6.810 -3.216
H21 -2.214 -3.134 -2.591
H22 -0.532 -3.315 -2.926
C9 -4.683 -1.948 2.716
O7 -5.348 -1.881 3.741
N9 -4.362 -0.861 1.962
N10 -4.094 -3.130 2.358
H23 -4.801 0.030 2.078
H24 -3.861 -1.019 1.104
H25 -4.367 -3.960 2.846
H26 -3.577 -3.219 1.500
C10 4.136 -2.867 -0.041
O8 5.278 -3.262 0.132
N11 3.044 -3.674 0.257
N12 3.785 -1.693 -0.632
H27 2.150 -3.211 0.171
H28 3.198 -4.338 0.994
H29 2.860 -1.294 -0.666
H30 4.570 -1.144 -0.938
C11 -2.885 3.790 0.807
O9 -2.200 3.997 -0.194
N13 -3.788 4.690 1.272
N14 -2.826 2.644 1.525
H31 -3.874 5.572 0.803
H32 -4.464 4.460 1.974
H33 -3.163 2.380 2.438
H34 -2.150 1.964 1.215
C12 -3.375 1.134 5.287
O10 -4.125 0.188 5.174
N15 -3.520 2.095 6.263
N16 -2.345 1.399 4.408
H35 -4.237 1.963 6.948
H36 -2.810 2.798 6.332
H37 -1.964 0.762 3.734
H38 -1.790 2.219 4.582
C13 0.485 3.859 2.256
O11 0.119 5.028 2.332
N17 0.552 2.929 3.255
N18 0.990 3.294 1.115
H39 0.766 2.050 2.802
H40 0.301 3.183 4.189
H41 1.294 3.851 0.339
H42 1.187 2.302 1.149
C14 2.459 0.376 5.088
O12 2.852 0.918 6.118
N19 1.150 0.021 4.911
N20 3.185 0.223 3.943
H43 0.807 -0.336 4.031
H44 0.498 -0.087 5.665
H45 2.603 -0.013 3.145
H46 4.168 0.388 4.020

Here are the Löwdin charges for atoms 1 to 2, given in e: C -0.45; O -0.14

=====

Record 3
Below is 7 unconnected molecules or ions with the total composition C14H46N3O7 in a non-equilibrium geometry, with properties calculated with ωB97M-V/def2-TZVPD.

Calculated values
- lowest unoccupied orbital energy (eV) = -3.194
- total energy (Eh) = -1251.55813
- charge = +1
- relative energy (zero: lowest compared OMol25 entry of this formula, charge and spin) (kcal per mole) = 14.2

CARTESIAN COORDINATES (ANGSTROEM)
O1 -13.036 3.566 -0.667
H1 -12.320 2.960 -0.409
H2 -12.936 4.408 -0.192
H3 -13.139 3.662 -1.670
O2 -16.039 4.759 -3.695
H4 -15.131 4.657 -3.306
H5 -16.367 3.893 -4.070
H6 -16.123 5.450 -4.425
C1 -13.217 3.691 -5.361
C2 -12.480 4.438 -4.241
O3 -13.269 4.709 -3.119
H7 -13.395 2.726 -4.874
H8 -12.506 3.495 -6.164
H9 -14.148 4.153 -5.676
H10 -12.115 5.356 -4.729
H11 -11.575 3.914 -3.912
C3 -20.000 4.259 -3.093
C4 -19.223 3.735 -1.903
C5 -20.090 3.122 -0.763
O4 -20.732 4.115 0.002
C6 -19.839 4.774 0.863
N1 -18.382 2.586 -2.413
H12 -20.292 3.422 -3.730
H13 -19.489 5.038 -3.658
H14 -20.943 4.732 -2.811
H15 -18.483 4.422 -1.498
H16 -19.364 2.565 -0.159
H17 -20.769 2.371 -1.168
H18 -20.363 5.633 1.295
H19 -18.965 5.297 0.469
H20 -19.684 4.129 1.732
H21 -17.875 2.138 -1.656
H22 -19.119 1.915 -2.632
C7 -16.501 8.351 -5.124
C8 -15.638 7.552 -6.126
C9 -14.143 7.830 -6.041
O5 -13.485 7.163 -7.092
C10 -12.143 7.487 -7.320
N2 -16.040 6.156 -6.017
H23 -16.130 8.194 -4.105
H24 -17.575 8.209 -5.197
H25 -16.182 9.391 -5.233
H26 -15.984 7.982 -7.075
H27 -13.787 7.425 -5.083
H28 -13.854 8.881 -6.122
H29 -11.940 8.408 -7.875
H30 -11.766 6.716 -7.995
H31 -11.529 7.452 -6.416
H32 -17.010 6.105 -6.312
H33 -15.504 5.712 -6.763
C11 -15.569 -2.019 -2.514
C12 -15.198 -0.735 -3.214
C13 -14.761 -1.092 -4.672
O6 -14.401 0.039 -5.417
C14 -14.070 -0.223 -6.759
N3 -16.334 0.177 -3.308
H34 -16.412 -2.563 -2.941
H35 -15.777 -1.936 -1.446
H36 -14.678 -2.652 -2.536
H37 -14.386 -0.253 -2.669
H38 -15.606 -1.557 -5.203
H39 -14.044 -1.923 -4.683
H40 -13.228 0.421 -7.021
H41 -14.938 -0.074 -7.402
H42 -13.599 -1.203 -6.886
H43 -16.074 0.997 -3.847
H44 -17.103 -0.226 -3.831
O7 -17.029 2.730 -4.949
H45 -17.296 2.274 -5.752
H46 -17.701 2.479 -4.283

Here are the Löwdin charges for atoms 1 to 2, given in e: O 0.28; H 0.17

=====

total energy of number 3 (C14H46N3O7)?
-1251.55813 Eh